[1]
Entry from the OMol25 dataset: a structure of composition C9H16Br12O7S2 at a distorted geometry (ωB97M-V/def2-TZVPD).

Multiplicity   2
Charge   -1
Gap between HOMO and LUMO (alpha / beta)   3.13 / 7.92 eV
Max |F|   0.0836 hartree/bohr

Last column: Mulliken spin population.
Element x y z (Å)
O -1.598 0.805 1.871  0.01
S -2.728 -0.004 2.331  0.00
O -4.110 0.198 1.785  0.00
O -2.236 -1.581 2.165  0.00
C -1.160 -2.097 2.891  0.00
C -1.671 -3.433 3.412  0.00
C -2.743 0.165 4.159  0.00
H -1.006 -1.496 3.787  0.00
H -0.271 -2.049 2.262  0.00
H -1.943 -4.111 2.603  0.00
H -2.622 -3.284 3.923  0.00
H -1.007 -3.927 4.121  0.00
H -1.767 0.361 4.602  0.00
H -3.333 -0.689 4.493  0.00
H -3.227 1.136 4.263  0.00
C -2.694 -1.001 -1.937  0.01
Br -2.667 -2.475 -3.166  0.00
Br -3.835 0.556 -2.519  0.00
Br -0.877 -0.305 -1.483  0.01
H -3.100 -1.477 -1.044  0.00
C 2.567 -4.863 1.569  0.00
Br 4.148 -4.202 0.585  0.02
Br 3.226 -6.023 3.119  0.02
Br 1.362 -6.001 0.493  0.01
H 2.052 -3.982 1.952  0.02
C 0.898 5.024 1.325  -0.01
Br 0.527 4.747 3.264  0.00
Br 2.312 6.448 1.084  0.00
Br -0.767 5.588 0.343  0.00
H 1.302 4.108 0.896  0.01
C 1.869 0.536 0.792  0.16
Br 2.499 0.987 -1.089  0.27
Br 2.429 1.864 2.098  0.20
Br 2.560 -1.220 1.254  0.19
H 0.787 0.472 0.674  0.04
C 2.181 2.277 -4.183  0.03
C 2.023 2.844 -5.563  0.00
O 1.582 1.774 -6.439  0.00
S 0.496 0.818 -5.599  0.00
O 0.669 -0.586 -5.958  0.00
O -0.801 1.397 -5.789  0.00
O 1.283 1.174 -4.119  0.00
H 2.198 2.945 -3.322  -0.01
H 3.100 1.690 -4.183  -0.01
H 2.872 3.325 -6.049  0.00
H 1.217 3.568 -5.680  0.00

***

[2]
Entry from the OMol25 dataset: a cluster of 2 separate species, C5H7ClN5 in total at a distorted geometry (ωB97M-V/def2-TZVPD).

Multiplicity   3
Charge   +1
Gap between HOMO and LUMO (alpha / beta)   5.30 / 8.51 eV
Max |F|   0.0942 hartree/bohr

Last column: Mulliken spin population.
Element x y z (Å)
C -1.380 -0.779 -0.198  0.38
C -0.434 0.160 1.565  0.03
C -1.861 0.365 1.535  0.36
C 0.761 0.406 2.126  0.27
C 1.166 0.055 -1.972  0.44
N -2.440 -0.172 0.441  -0.09
N 1.595 -0.329 1.312  0.16
N -0.241 -0.592 0.450  -0.02
N 1.053 -0.904 0.274  0.22
N -0.082 0.170 -2.358  0.16
Cl -2.733 1.454 2.530  0.08
H -1.555 -1.428 -1.016  0.02
H 1.085 1.113 2.910  0.01
H 1.851 -0.739 -2.256  0.01
H 1.610 0.949 -1.463  0.01
H -0.628 1.004 -2.089  -0.02
H -0.351 -0.468 -3.185  -0.01
H 2.586 -0.265 1.393  -0.01

***

[3]
Entry from the OMol25 dataset: a structure of composition C4H6O2 (ωB97M-V/def2-TZVPD).

Multiplicity   1
Charge   0
Gap between HOMO and LUMO   9.95 eV
Max |F|   0.0104 hartree/bohr

Last column: natural (NBO) charge in e.
Element x y z (Å)
O -2.179 -0.013 -1.188  -0.63
C -1.008 -0.310 -0.639  0.42
C -0.511 0.171 0.701  -0.55
C 0.732 -0.668 0.282  0.58
O 1.796 -0.876 0.811  -0.55
C 0.078 -1.045 -0.981  -0.44
H -2.248 -0.440 -2.055  0.49
H 2.234 2.280 1.242  -0.02
H -1.056 -0.199 1.575  0.23
H -0.341 1.248 0.791  0.23
H 2.256 1.535 1.222  0.02
H 0.361 -1.649 -1.835  0.22

***

[4]
Entry from the OMol25 dataset: the ion C4H9N2S with charge +1 at a distorted geometry (ωB97M-V/def2-TZVPD).

SMILES   [H]/N=C1\SC[NH2+][C@@H]1C
Multiplicity   1
Charge   +1
Gap between HOMO and LUMO   10.32 eV
Max |F|   0.1000 hartree/bohr

Last column: natural (NBO) charge in e.
Element x y z (Å)
H 2.310 2.901 0.139  0.41
N 1.430 2.273 0.372  -0.59
C 1.445 1.057 0.321  0.14
S 2.518 -0.183 -0.378  0.27
C 1.414 -1.490 0.373  -0.35
N 0.087 -1.107 -0.110  -0.52
C -0.171 0.288 0.394  -0.07
C -1.286 0.991 -0.499  -0.60
H 1.511 -1.271 1.462  0.25
H 1.863 -2.418 0.116  0.27
H 0.050 -1.159 -1.160  0.45
H -0.662 -1.631 0.178  0.43
H -0.336 0.172 1.449  0.23
H -0.861 1.066 -1.444  0.22
H -1.479 1.898 -0.141  0.25
H -2.151 0.382 -0.575  0.22

***

[5]
Entry from the OMol25 dataset: a cluster of 2 separate species, C6H11N in total at a distorted geometry (ωB97M-V/def2-TZVPD).

SMILES   C=CC=C.C=NC
Multiplicity   1
Charge   0
Gap between HOMO and LUMO   9.73 eV
Max |F|   0.0490 hartree/bohr

Last column: natural (NBO) charge in e.
Element x y z (Å)
C 1.163 1.562 1.501  -0.39
C 1.330 0.745 0.418  -0.23
C 1.906 1.190 -0.887  -0.22
C 2.131 0.404 -1.964  -0.39
H 1.533 2.594 1.479  0.19
H 0.769 1.130 2.397  0.20
H 0.850 -0.237 0.372  0.23
H 2.335 2.200 -0.809  0.19
H 2.633 0.856 -2.818  0.20
H 1.694 -0.576 -2.049  0.20
C -1.761 -0.044 -0.257  -0.06
N -1.319 -1.051 0.402  -0.42
C -2.205 -2.166 0.773  -0.44
H -1.009 0.602 -0.738  0.19
H -2.843 0.144 -0.377  0.14
H -2.160 -2.881 -0.066  0.21
H -3.233 -1.814 0.923  0.18
H -1.815 -2.659 1.698  0.21

***

[6]
Entry from the OMol25 dataset: a cluster of 9 separate species, C27H72O9 in total at a distorted geometry (ωB97M-V/def2-TZVPD).

SMILES   CC(C)O.CC(C)O.CC(C)O.CC(C)O.CC(C)O.CC(C)O.CC(C)O.CC(C)O.CC(C)O
Multiplicity   1
Charge   0
Gap between HOMO and LUMO   10.55 eV
Max |F|   0.0560 hartree/bohr

Last column: Mulliken charge in e.
Element x y z (Å)
C -3.125 9.060 0.645  -1.31
C -1.802 8.310 0.633  0.54
C -0.630 9.119 1.182  -1.21
O -1.921 7.111 1.371  -0.54
H -3.954 8.423 0.337  0.33
H -3.083 9.882 -0.068  0.37
H -3.259 9.487 1.639  0.32
H -1.722 8.064 -0.426  0.18
H 0.318 8.589 1.087  0.35
H -0.759 9.207 2.261  0.34
H -0.549 10.111 0.736  0.33
H -1.128 6.586 1.242  0.31
C 6.025 4.389 -7.502  -1.32
C 7.281 3.526 -7.826  0.58
C 6.887 2.239 -8.561  -1.31
O 8.142 4.184 -8.711  -0.54
H 5.218 3.830 -7.028  0.35
H 5.609 4.850 -8.398  0.38
H 6.334 5.172 -6.810  0.36
H 7.812 3.196 -6.933  0.17
H 6.304 1.553 -7.947  0.36
H 7.811 1.764 -8.891  0.33
H 6.265 2.467 -9.426  0.31
H 8.040 5.130 -8.584  0.32
C 1.923 0.034 -1.451  -1.23
C 0.758 0.500 -0.588  0.31
C 0.163 -0.623 0.236  -1.18
O 1.196 1.549 0.237  -0.53
H 1.574 -0.661 -2.215  0.36
H 2.654 -0.429 -0.789  0.34
H 2.387 0.860 -1.991  0.32
H -0.024 0.883 -1.243  0.30
H 0.869 -1.014 0.969  0.30
H -0.153 -1.431 -0.424  0.35
H -0.673 -0.239 0.821  0.30
H 2.006 1.195 0.611  0.35
C 0.673 -2.539 7.737  -1.21
C 0.148 -3.052 9.043  0.40
C -0.987 -4.099 9.001  -1.16
O 1.269 -3.629 9.698  -0.56
H 0.662 -3.329 6.986  0.31
H 1.658 -2.097 7.880  0.32
H -0.087 -1.799 7.486  0.33
H -0.186 -2.206 9.644  0.27
H -1.733 -3.948 8.220  0.33
H -1.626 -3.939 9.869  0.31
H -0.764 -5.165 8.961  0.33
H 1.598 -4.411 9.248  0.33
C 0.695 -10.305 4.434  -1.33
C 0.035 -9.766 3.185  0.47
C -0.176 -8.256 3.215  -1.13
O 0.948 -10.038 2.125  -0.55
H 0.687 -11.395 4.439  0.31
H 0.149 -10.043 5.340  0.35
H 1.703 -9.901 4.523  0.35
H -0.888 -10.319 3.007  0.29
H -0.341 -7.814 2.232  0.31
H 0.657 -7.779 3.731  0.28
H -1.044 -7.972 3.811  0.33
H 0.398 -10.146 1.346  0.31
C -7.291 4.560 3.776  -1.18
C -6.471 4.434 5.077  0.31
C -5.697 3.096 5.206  -1.14
O -5.573 5.491 5.108  -0.54
H -7.717 5.555 3.648  0.32
H -8.102 3.836 3.690  0.35
H -6.631 4.342 2.937  0.30
H -7.129 4.594 5.931  0.29
H -4.930 3.080 4.432  0.31
H -6.363 2.264 4.978  0.32
H -5.163 3.013 6.153  0.31
H -4.940 5.352 4.399  0.35
C -7.701 -4.337 0.650  -1.23
C -9.092 -3.870 0.287  0.52
C -9.164 -2.361 0.072  -1.25
O -9.547 -4.414 -0.960  -0.57
H -7.533 -4.102 1.701  0.36
H -6.922 -3.880 0.038  0.31
H -7.669 -5.419 0.525  0.32
H -9.844 -4.155 1.023  0.21
H -8.818 -1.821 0.953  0.33
H -10.163 -2.058 -0.242  0.35
H -8.522 -1.987 -0.727  0.32
H -10.474 -4.180 -1.047  0.32
C 8.289 0.315 1.934  -1.21
C 7.695 1.734 1.938  0.55
C 7.770 2.486 0.683  -1.29
O 6.416 1.690 2.418  -0.55
H 9.355 0.413 1.726  0.33
H 7.853 -0.303 1.149  0.31
H 8.131 -0.227 2.866  0.33
H 8.225 2.328 2.683  0.22
H 7.053 3.307 0.661  0.33
H 7.656 1.831 -0.181  0.30
H 8.767 2.895 0.520  0.35
H 6.507 1.651 3.373  0.33
C 1.067 -1.246 -9.577  -1.19
C 0.403 -1.366 -10.991  0.42
C 1.360 -1.364 -12.123  -1.18
O -0.266 -2.584 -11.069  -0.55
H 1.631 -0.316 -9.506  0.32
H 1.739 -2.075 -9.357  0.31
H 0.361 -1.302 -8.748  0.33
H -0.307 -0.542 -11.062  0.24
H 2.095 -0.575 -11.965  0.31
H 1.041 -1.181 -13.148  0.32
H 1.985 -2.250 -12.239  0.30
H 0.386 -3.278 -10.950  0.36

***

Which of these has the highest max |F|?
C4H9N2S

***

What did the first record say?
Entry from the OMol25 dataset: a structure of composition C9H16Br12O7S2 at a distorted geometry (ωB97M-V/def2-TZVPD).

Multiplicity   2
Charge   -1
Gap between HOMO and LUMO (alpha / beta)   3.13 / 7.92 eV
Max |F|   0.0836 hartree/bohr

Last column: Mulliken spin population.
Element x y z (Å)
O -1.598 0.805 1.871  0.01
S -2.728 -0.004 2.331  0.00
O -4.110 0.198 1.785  0.00
O -2.236 -1.581 2.165  0.00
C -1.160 -2.097 2.891  0.00
C -1.671 -3.433 3.412  0.00
C -2.743 0.165 4.159  0.00
H -1.006 -1.496 3.787  0.00
H -0.271 -2.049 2.262  0.00
H -1.943 -4.111 2.603  0.00
H -2.622 -3.284 3.923  0.00
H -1.007 -3.927 4.121  0.00
H -1.767 0.361 4.602  0.00
H -3.333 -0.689 4.493  0.00
H -3.227 1.136 4.263  0.00
C -2.694 -1.001 -1.937  0.01
Br -2.667 -2.475 -3.166  0.00
Br -3.835 0.556 -2.519  0.00
Br -0.877 -0.305 -1.483  0.01
H -3.100 -1.477 -1.044  0.00
C 2.567 -4.863 1.569  0.00
Br 4.148 -4.202 0.585  0.02
Br 3.226 -6.023 3.119  0.02
Br 1.362 -6.001 0.493  0.01
H 2.052 -3.982 1.952  0.02
C 0.898 5.024 1.325  -0.01
Br 0.527 4.747 3.264  0.00
Br 2.312 6.448 1.084  0.00
Br -0.767 5.588 0.343  0.00
H 1.302 4.108 0.896  0.01
C 1.869 0.536 0.792  0.16
Br 2.499 0.987 -1.089  0.27
Br 2.429 1.864 2.098  0.20
Br 2.560 -1.220 1.254  0.19
H 0.787 0.472 0.674  0.04
C 2.181 2.277 -4.183  0.03
C 2.023 2.844 -5.563  0.00
O 1.582 1.774 -6.439  0.00
S 0.496 0.818 -5.599  0.00
O 0.669 -0.586 -5.958  0.00
O -0.801 1.397 -5.789  0.00
O 1.283 1.174 -4.119  0.00
H 2.198 2.945 -3.322  -0.01
H 3.100 1.690 -4.183  -0.01
H 2.872 3.325 -6.049  0.00
H 1.217 3.568 -5.680  0.00